[1]
Formula: C24H24ClN2O2
Source: OMol25
Level of theory: wB97M-V/def2-TZVPD

As for the spin multiplicity: 1. The total charge is +1. The calculation puts the HOMO-LUMO gap at 5.28 eV.

Structure (XYZ):
```
53
C24H24ClN2O2 (wB97M-V/def2-TZVPD)
Cl -5.2756 1.8390 4.2673
C -3.7815 1.1281 3.8227
C -3.5436 -0.2211 4.0897
C -2.3452 -0.7884 3.7600
C -1.3263 -0.0220 3.1409
C -0.0701 -0.5855 2.8356
C 1.0655 0.1422 2.1678
C 2.2123 -0.8884 2.1237
C 1.6416 -2.1144 2.7659
C 0.3614 -1.9022 3.1501
C -1.5983 1.3412 2.8638
C -2.7982 1.8996 3.2050
H -4.3215 -0.7961 4.5621
H -2.1693 -1.8274 3.9753
H 0.7748 0.4794 1.1667
H 1.3339 1.0366 2.7417
H 2.5324 -1.1016 1.0957
H 3.0915 -0.5352 2.6770
H 2.1783 -3.0336 2.9322
H -0.2430 -2.6285 3.6623
H -0.8389 1.9414 2.3946
H -3.0004 2.9398 3.0131
O -0.6520 1.9659 -3.0011
C 0.4771 1.5354 -2.8996
C 1.6729 2.2988 -2.5206
C 2.7604 1.4331 -2.5026
C 4.0227 1.8999 -2.1921
C 4.1781 3.2399 -1.8903
C 3.0904 4.0992 -1.8981
C 1.8280 3.6361 -2.2149
C 2.2840 0.0845 -2.8443
O 2.9380 -0.9375 -2.8682
N 0.9173 0.2238 -3.1117
C 0.0321 -0.8802 -3.4352
C -0.3945 -1.6227 -2.1770
C -1.2996 -2.8492 -2.4409
C -2.3235 -2.8499 -1.2893
C -2.4207 -1.3809 -0.8463
N -1.1742 -0.7192 -1.2863
H 4.8552 1.2201 -2.1986
H 5.1577 3.6209 -1.6494
H 3.2283 5.1408 -1.6554
H 0.9716 4.2856 -2.2354
H -0.8456 -0.4636 -3.9382
H 0.5468 -1.5482 -4.1326
H 0.5078 -1.9439 -1.6333
H -1.8021 -2.7461 -3.4080
H -0.7278 -3.7826 -2.4872
H -3.2982 -3.2531 -1.5953
H -1.9695 -3.4754 -0.4604
H -3.2639 -0.8783 -1.3358
H -2.5672 -1.2726 0.2365
H -0.6097 -0.3835 -0.5020
```

=====

[2]
Formula: C24H24ClN2O7S
Source: OMol25
Level of theory: wB97M-V/def2-TZVPD

As for the spin multiplicity: 1. The total charge is -1. The calculation puts the HOMO-LUMO gap at 4.05 eV.

Structure (XYZ):
```
59
C24H24ClN2O7S (wB97M-V/def2-TZVPD)
C -0.6152 -5.6973 -2.5504
O -1.1199 -4.3822 -2.2275
C -1.1026 -3.9246 -0.9477
C -0.8867 -2.5721 -0.7142
C -1.1492 -1.9583 0.5448
C -0.9114 -0.5699 0.7979
C -0.6302 -0.0296 2.0933
C -0.3132 -0.8652 3.2208
C -0.3805 -0.3950 4.5201
C -0.5125 0.9929 4.7665
N -0.4999 1.4758 6.0709
C 0.5641 2.2993 6.6308
C -1.4404 1.0397 7.0910
C -0.5621 1.8762 3.6461
C -0.6181 1.3875 2.3508
C -1.6982 -2.7944 1.5579
C -1.7635 -4.1701 1.4522
O -2.2843 -4.8541 2.5106
C -1.8219 -6.1833 2.8817
C -1.4439 -4.8296 0.1767
O -1.5706 -6.0660 0.0244
H -0.4178 -5.6470 -3.6268
H 0.3273 -5.9123 -2.0295
H -1.3669 -6.4727 -2.3496
H -0.5326 -1.9274 -1.5268
H -1.0058 0.1256 -0.0278
H -0.0537 -1.9142 3.0588
H -0.2763 -1.0759 5.3707
H 1.3643 2.4803 5.9037
H 0.1628 3.2629 6.9828
H 0.9892 1.8032 7.5220
H -2.2385 0.4191 6.6715
H -0.9233 0.4879 7.8911
H -1.8979 1.9190 7.5722
H -0.5945 2.9530 3.8300
H -0.7093 2.0729 1.4992
H -2.0690 -2.3721 2.4921
H -2.5210 -6.4673 3.6804
H -1.9054 -6.8563 2.0108
H -0.7888 -6.1217 3.2746
O 3.0664 5.1968 -9.1633
N 3.6738 4.9018 -8.1070
O 4.9215 4.9580 -7.9877
C 2.9099 4.4979 -6.9724
C 3.5681 4.2031 -5.7639
C 2.8297 3.7511 -4.6752
C 1.4360 3.6484 -4.7651
S 0.4592 3.1495 -3.3220
C 0.3772 1.4464 -3.2095
Cl 0.6943 0.7106 -1.7668
O 1.2271 3.6647 -2.2102
O -0.8628 3.6667 -3.6148
C 0.7807 3.9760 -5.9568
C 1.5062 4.4217 -7.0567
H 4.6513 4.3063 -5.7137
H 3.3385 3.4788 -3.7588
H -0.0745 0.9161 -4.0420
H -0.2966 3.8835 -6.0194
H 1.0115 4.6864 -7.9906
```

=====

[3]
Formula: C24H24CoN4SSb
Source: OMol25
Level of theory: wB97M-V/def2-TZVPD

As for the spin multiplicity: 2. The total charge is -1. For the relative energy (zero: lowest compared OMol25 entry of this formula, charge and spin), the calculation gives 25.1 kcal per mole. The calculation puts the HOMO-LUMO gap (spin up / spin down) at 4.71 / 5.06 eV.

Structure (XYZ):
```
55
C24H24CoN4SSb (wB97M-V/def2-TZVPD)
Co -0.1272 -0.1132 -0.1004
C -0.4182 -3.5546 -0.8690
C 0.8569 -2.8480 -1.2235
C 2.0095 -3.5633 -1.5170
C 3.1970 -2.8657 -1.7757
C 3.1756 -1.4953 -1.7990
C 1.9594 -0.8079 -1.5822
N 0.8374 -1.5069 -1.2267
Sb 2.0239 1.3772 -1.5841
C 1.7440 2.5678 0.3414
C 2.9152 3.1973 0.7700
C 3.1765 3.4276 2.1050
C 2.3153 2.8094 3.0523
C 1.1883 2.1499 2.6505
C 0.3432 1.3885 3.6485
N 0.8315 2.1675 1.3156
C -0.0286 1.4392 -2.3034
C -0.3581 2.2224 -3.4052
C -1.6411 2.1706 -3.9207
C -2.5443 1.3003 -3.3518
C -2.1675 0.5266 -2.2563
C -3.1177 -0.4610 -1.6478
N -0.9427 0.6345 -1.7272
H -0.4400 -4.5491 -1.3202
H -0.5171 -3.6565 0.2123
H -1.2784 -2.9763 -1.2027
H 1.9835 -4.6473 -1.5121
H 4.1151 -3.4076 -1.9815
H 4.0758 -0.9274 -2.0111
H 3.6354 3.4917 0.0092
H 4.0496 3.9852 2.4244
H 2.5524 2.8126 4.1115
H -0.0713 2.0667 4.3975
H -0.4765 0.8448 3.1895
H 0.9656 0.6560 4.1693
H 0.3979 2.8577 -3.8459
H -1.9322 2.7918 -4.7613
H -3.5521 1.2133 -3.7372
H -4.1524 -0.1414 -1.7884
H -2.9961 -1.4360 -2.1319
H -2.9058 -0.5938 -0.5886
S -1.7471 -1.4663 1.5896
C -0.1192 -1.6123 2.1371
C 0.3202 -2.4765 3.1664
C 1.6545 -2.5296 3.4973
C 2.5697 -1.7194 2.8241
C 2.0864 -0.8963 1.8306
N 0.7958 -0.8406 1.4928
H -0.4168 -3.0880 3.6676
H 1.9925 -3.2003 4.2797
H 3.6248 -1.7287 3.0606
H 2.7438 -0.2308 1.2791
C -0.4516 1.6554 0.8087
H -1.1868 1.6121 1.6051
H -0.8001 2.3826 0.0696
```

=====

[4]
Formula: C24H24F12N3O2V
Source: OMol25
Level of theory: wB97M-V/def2-TZVPD

As for the spin multiplicity: 3. The calculation puts the HOMO-LUMO gap (spin up / spin down) at 7.44 / 7.57 eV.

Structure (XYZ):
```
66
C24H24F12N3O2V (wB97M-V/def2-TZVPD)
V 0.0274 0.1788 1.2059
C 4.3890 1.1722 -4.0984
C 3.4502 1.2889 -2.9311
C 2.4234 2.2286 -2.9206
C 1.5645 2.3246 -1.8454
C 1.6896 1.4929 -0.7289
N 0.7923 1.6600 0.3579
C 0.4181 2.9667 0.7568
C 1.3536 3.9937 0.6425
C 1.0481 5.3022 0.9546
C -0.2221 5.6432 1.4011
C -0.5798 7.0606 1.7455
C -1.1364 4.6145 1.5670
C -0.8540 3.2746 1.2919
C -1.9407 2.2400 1.6607
O -1.6508 0.9340 1.3507
C -2.1072 2.2185 3.2109
F -2.3844 3.3935 3.7766
F -3.0648 1.3567 3.5817
F -0.9515 1.7754 3.7579
C -3.2929 2.5765 0.9700
F -3.9261 3.6270 1.5214
F -4.1317 1.5420 1.0291
F -3.0847 2.8583 -0.3217
C 2.6665 0.4825 -0.7622
C 3.5405 0.4301 -1.8482
C 2.7543 -0.5695 0.3483
O 1.5126 -0.8784 0.8718
C 3.6639 -0.0394 1.4894
F 3.8969 -0.9753 2.4221
F 3.0827 0.9980 2.1050
F 4.8509 0.3805 1.0310
C 3.3067 -1.9373 -0.1474
F 2.7018 -2.3046 -1.2823
F 3.0673 -2.8984 0.7548
F 4.6320 -1.9348 -0.3690
H 4.5383 2.1398 -4.5776
H 5.3631 0.7947 -3.7871
H 3.9994 0.4877 -4.8551
H 2.2945 2.8970 -3.7640
H 0.7810 3.0700 -1.8497
H 2.3449 3.7481 0.2858
H 1.8094 6.0656 0.8446
H 0.1081 7.7647 1.2782
H -1.5886 7.3083 1.4136
H -0.5398 7.2257 2.8243
H -2.1128 4.8724 1.9496
H 4.3214 -0.3165 -1.8610
C -0.1506 -2.4823 5.5840
C 0.5414 -2.9601 4.3110
C 1.9355 -3.4846 4.6326
C -0.2809 -4.0633 3.6378
N 0.7688 -1.8024 3.4295
N -0.4002 -1.1849 2.9019
H -0.2467 -3.3044 6.2941
H -1.1592 -2.1128 5.3828
H 0.4230 -1.6822 6.0526
H 1.8780 -4.3144 5.3377
H 2.5487 -2.6967 5.0700
H 2.4345 -3.8431 3.7292
H -0.3594 -4.9293 4.2961
H 0.1893 -4.3878 2.7073
H -1.3058 -3.7512 3.4189
H 1.3583 -2.0359 2.6353
H -0.8013 -0.5835 3.6168
H -1.1223 -1.8664 2.6586
```

=====

[5]
Formula: C24H24F2I2N3O2
Source: OMol25
Level of theory: wB97M-V/def2-TZVPD

As for the spin multiplicity: 1. The total charge is +1. The calculation puts the HOMO-LUMO gap at 6.88 eV.

Structure (XYZ):
```
57
C24H24F2I2N3O2 (wB97M-V/def2-TZVPD)
C 3.0142 1.9135 -0.3636
C 3.2379 3.4008 0.1373
C 3.6712 4.3893 -1.0080
F 5.0526 4.1817 -1.2069
N 2.9958 4.1226 -2.2909
C 1.7288 4.4453 -2.4522
N 1.1382 4.0872 -3.7278
C -0.3064 3.7501 -3.4518
C -0.5286 3.0967 -2.0379
C -1.9239 2.4345 -1.8167
I -1.9275 0.3664 -1.0963
C -3.1577 3.0402 -2.0063
C -3.2515 4.5190 -2.5120
I -5.0021 1.9548 -1.5937
C -0.1226 4.1363 -0.8897
N 0.8467 5.0276 -1.5303
F 1.2594 6.1214 -0.8387
H 3.6694 1.2478 0.2616
H 3.3059 1.7321 -1.4323
H 1.9475 1.5778 -0.2057
H 4.0887 3.3784 0.8780
H 2.3538 3.8149 0.6939
H 3.5934 5.4629 -0.6733
H 3.5079 3.6745 -3.0570
H 1.5585 3.1920 -4.0031
H -0.7739 3.1761 -4.3004
H -0.8331 4.7506 -3.4636
H 0.2311 2.2605 -1.9451
H -4.2785 4.9611 -2.3990
H -3.0583 4.4882 -3.6282
H -2.4496 5.1944 -2.0967
H 0.3518 3.5221 -0.0659
H -1.0105 4.6363 -0.4249
C -3.5242 -2.7752 0.8636
C -3.0079 -3.3369 -0.3022
C -1.9623 -4.2480 -0.2320
C -1.4208 -4.5923 1.0047
C -1.9222 -4.0115 2.1701
C -2.9830 -3.1105 2.0973
C -1.3235 -4.3313 3.4891
O -1.7633 -3.8273 4.5052
C -0.1762 -5.2673 3.5453
C 0.4341 -5.5344 4.7694
C 1.5015 -6.4202 4.8344
C 1.9580 -7.0500 3.6793
C 1.3569 -6.7830 2.4567
C 0.2946 -5.8839 2.3849
C -0.3164 -5.5797 1.0699
O 0.0836 -6.1255 0.0585
H -4.3466 -2.0706 0.8083
H -3.4234 -3.0647 -1.2662
H -1.5670 -4.6863 -1.1407
H -3.3840 -2.6674 3.0011
H 0.0809 -5.0498 5.6718
H 1.9777 -6.6226 5.7866
H 2.7865 -7.7467 3.7326
H 1.7186 -7.2719 1.5600
```

=====

[6]
Formula: C24H24LiN3O2S
Source: OMol25
Level of theory: wB97M-V/def2-TZVPD

As for the spin multiplicity: 1. The calculation puts the HOMO-LUMO gap at 3.60 eV.

Structure (XYZ):
```
55
C24H24LiN3O2S (wB97M-V/def2-TZVPD)
C 3.1705 -2.5234 4.2409
N 1.7582 -2.6213 3.9352
C 1.1083 -3.7899 4.4851
C 1.1091 -1.7580 3.0444
C 1.1274 -1.9747 1.6470
C 0.4098 -1.1570 0.7868
C -0.3414 -0.0710 1.2907
C -1.2288 0.7795 0.5124
C -2.0739 0.3317 -0.5084
C -2.7847 1.2821 -1.3325
O -2.5324 2.5259 -1.2615
N -3.7946 0.8460 -2.1636
C -4.5498 1.8769 -2.8826
C -3.9370 -0.4922 -2.5716
S -5.0318 -1.0114 -3.7230
N -3.1180 -1.3741 -1.8813
C -3.3660 -2.8044 -2.0823
C -2.5539 -1.0431 -0.6212
O -2.5028 -1.8847 0.2789
C -0.2627 0.2039 2.6744
C 0.4121 -0.6313 3.5382
H 3.5545 -1.5470 3.9222
H 3.3264 -2.6389 5.3228
H 3.7349 -3.3202 3.7313
H 0.0299 -3.7494 4.3003
H 1.5137 -4.7078 4.0361
H 1.2850 -3.8443 5.5669
H 1.7075 -2.8129 1.2549
H 0.4125 -1.3570 -0.2873
H -1.6070 1.6371 1.1229
H -5.4641 1.4075 -3.2437
H -4.7819 2.6942 -2.1977
H -3.9732 2.2468 -3.7378
H -2.5865 -3.3565 -1.5519
H -4.3522 -3.0736 -1.6853
H -3.3533 -3.0029 -3.1544
H -0.8021 1.0686 3.0704
H 0.4206 -0.4487 4.6150
C 1.7531 2.6242 -3.6118
Li -1.4938 3.1431 0.1557
C 0.5828 1.9090 -3.2198
C 0.7472 1.4666 -1.8816
C 2.0195 1.9083 -1.4060
C 2.6329 2.6758 -2.4892
C 3.8915 3.2587 -2.2948
C 4.5594 3.0586 -1.0832
C 3.9959 2.2552 -0.0684
C 2.7313 1.6768 -0.2244
H 1.9552 3.1044 -4.5665
H -0.2856 1.7191 -3.8484
H 0.0993 0.8050 -1.3256
H 4.3291 3.8613 -3.0966
H 5.5426 3.5196 -0.9200
H 4.5610 2.0787 0.8491
H 2.2965 1.0310 0.5408
```

=====

[7]
Formula: C24H24N
Source: OMol25
Level of theory: wB97M-V/def2-TZVPD

As for the spin multiplicity: 1. The SMILES is c1ccc(C2([NH+]3CCCCC3)c3ccccc3-c3ccccc32)cc1. The total charge is +1. For the relative energy (zero: lowest compared OMol25 entry of this formula, charge and spin), the calculation gives 8.4 kcal per mole. The calculation puts the HOMO-LUMO gap at 8.62 eV.

Structure (XYZ):
```
49
C24H24N (wB97M-V/def2-TZVPD)
C -0.8797 4.3592 0.2680
C 0.4230 3.8427 0.1176
C 0.6173 2.4576 0.0871
C -0.4751 1.5992 0.2716
C -0.2166 0.1217 0.2444
N 0.4378 -0.2769 -1.0089
C 1.6143 -1.3677 -0.9669
C 2.5897 -1.3570 -2.1166
C 1.9587 -0.9555 -3.4580
C 1.4382 0.4781 -3.3776
C 0.3371 0.6385 -2.3676
C -1.5367 -0.6630 0.4552
C -2.6801 -0.6924 -0.3600
C -3.6520 -1.6873 -0.1403
C -3.4660 -2.6478 0.8678
C -2.3076 -2.6572 1.6675
C -1.3255 -1.6950 1.3948
C -0.0429 -1.4513 2.0638
C 0.3965 -2.0032 3.2688
C 1.4461 -1.3600 3.9372
C 1.9807 -0.1675 3.4154
C 1.5614 0.3555 2.1773
C 0.5401 -0.2909 1.4979
C -1.7574 2.1141 0.4438
C -1.9751 3.4935 0.4189
H -1.0583 5.4414 0.3042
H 1.2890 4.5163 0.0850
H 1.6327 2.0562 -0.0053
H -0.3727 -0.8359 -1.2130
H 1.1378 -2.3457 -0.8787
H 2.0731 -1.1677 -0.0358
H 3.0077 -2.3766 -2.1759
H 3.4354 -0.6894 -1.9073
H 2.7357 -0.9964 -4.2299
H 1.1581 -1.6587 -3.7435
H 2.2732 1.1580 -3.1680
H 1.0129 0.8048 -4.3408
H -0.6323 0.4044 -2.8219
H 0.2618 1.6288 -1.9949
H -2.8871 0.1071 -1.0702
H -4.5598 -1.7204 -0.7506
H -4.1965 -3.4524 1.0168
H -2.1173 -3.3643 2.4877
H -0.1341 -2.8854 3.6425
H 1.7968 -1.7831 4.8843
H 2.7310 0.3649 4.0035
H 1.9497 1.3154 1.8493
H -2.5653 1.4357 0.7067
H -2.9976 3.8556 0.5548
```

=====

[8]
Formula: C24H24N2O6
Source: OMol25
Level of theory: wB97M-V/def2-TZVPD

As for the spin multiplicity: 1. The SMILES is CCOc1ccc(N2C(=O)C[C@H](N(CCc3ccccc3)C(=O)/C=C/C(=O)O)C2=O)cc1. For the relative energy (zero: lowest compared OMol25 entry of this formula, charge and spin), the calculation gives 0.0 kcal per mole. The calculation puts the HOMO-LUMO gap at 8.41 eV.

Structure (XYZ):
```
56
C24H24N2O6 (wB97M-V/def2-TZVPD)
C -6.8838 -2.4098 -1.9882
C -7.1400 -2.1619 -0.5044
O -6.8827 -0.8248 -0.1235
C -5.6022 -0.3950 0.0265
C -5.4589 0.9681 0.2988
C -4.2136 1.5222 0.4976
C -3.0852 0.7161 0.4180
N -1.7912 1.2702 0.6134
C -1.3325 2.3819 -0.0667
O -1.9896 3.0795 -0.7886
C 0.1405 2.5507 0.2613
C 0.4201 1.5512 1.3808
N 1.5778 0.6980 1.1884
C 2.7858 0.9746 1.9301
C 3.6657 2.0334 1.2410
C 4.2114 1.4949 -0.0516
C 3.6687 1.8698 -1.2724
C 4.1319 1.3099 -2.4509
C 5.1476 0.3702 -2.4205
C 5.7096 0.0030 -1.2087
C 5.2422 0.5615 -0.0336
C 1.4469 -0.2567 0.2396
O 0.4186 -0.3700 -0.4066
C 2.5814 -1.1880 0.0010
C 2.9208 -2.1771 0.8232
C 3.9852 -3.1300 0.4545
O 4.6561 -3.0807 -0.5445
O 4.1466 -4.0769 1.3895
C -0.8501 0.6820 1.4274
O -1.0124 -0.2726 2.1368
C -3.2114 -0.6349 0.1408
C -4.4629 -1.1915 -0.0503
H -7.4915 -1.7335 -2.5840
H -5.8392 -2.2397 -2.2363
H -7.1451 -3.4342 -2.2392
H -8.2016 -2.3048 -0.2830
H -6.5629 -2.8595 0.1148
H -6.3494 1.5737 0.3536
H -4.1133 2.5760 0.7023
H 0.3582 3.5858 0.5224
H 0.7002 2.2926 -0.6395
H 0.5233 2.0463 2.3507
H 3.3559 0.0510 2.0338
H 2.5026 1.3185 2.9287
H 4.4850 2.2837 1.9175
H 3.0793 2.9357 1.0611
H 2.8850 2.6135 -1.3063
H 3.6959 1.6075 -3.3931
H 5.5040 -0.0730 -3.3378
H 6.5025 -0.7278 -1.1802
H 5.6811 0.2718 0.9109
H 3.0537 -1.1189 -0.9709
H 2.4482 -2.3397 1.7805
H 4.8431 -4.6982 1.1253
H -2.3263 -1.2467 0.0696
H -4.5291 -2.2471 -0.2595
```

=====

no.,calculated total energy (eV)
1,-44868.94185
2,-65941.50771
3,-86235.88126
4,-92143.95572
5,-55468.66134
6,-44880.80696
7,-26760.61767
8,-40544.07700